(1)
Formula: C24H19CeClN2S4
Source: the Open Molecules 2025 dataset
Level of theory: wB97M-V/def2-TZVPD

Element x y z (Å)
Ce1 0.111 0.773 0.150
S1 -0.695 3.063 1.384
C1 -0.415 3.036 3.135
C2 -1.180 3.900 3.925
C3 -1.000 3.973 5.295
C4 -0.038 3.193 5.927
C5 0.732 2.336 5.163
C6 0.529 2.243 3.786
S2 1.538 1.090 2.899
C7 0.805 -0.475 3.449
C8 1.293 -1.583 2.562
C9 2.153 -2.560 3.032
C10 2.541 -3.575 2.174
C11 2.048 -3.590 0.881
C12 1.200 -2.577 0.476
C13 0.620 -2.540 -0.905
S3 1.521 -1.318 -1.907
C14 0.211 -0.658 -2.957
C15 0.353 -0.819 -4.493
C16 -1.558 -0.073 -5.341
C17 -2.612 0.759 -4.691
C18 -2.696 0.885 -3.370
C19 -1.749 0.154 -2.472
S4 -2.334 0.076 -0.762
N1 0.847 -1.574 1.297
H1 -1.921 4.521 3.440
H2 -1.610 4.654 5.875
H3 0.119 3.262 6.995
H4 1.506 1.739 5.631
H5 -0.281 -0.386 3.394
H6 1.069 -0.661 4.488
H7 2.498 -2.526 4.056
H8 3.213 -4.352 2.516
H9 2.311 -4.379 0.188
H10 -0.422 -2.236 -0.837
H11 0.667 -3.518 -1.379
H12 1.197 -1.408 -4.840
H13 -1.830 -0.336 -6.360
H14 -3.314 1.296 -5.319
H15 -3.446 1.517 -2.911
Cl1 -1.531 -2.888 -5.214
C20 -1.110 -1.319 -4.547
C21 -0.047 0.446 -5.294
C22 0.206 1.739 -4.603
C23 0.069 1.826 -3.289
N2 -0.269 0.681 -2.496
C24 -1.243 -1.198 -3.013
H16 0.387 0.439 -6.290
H17 0.473 2.624 -5.167
H18 0.192 2.763 -2.760
H19 -1.596 -2.082 -2.496

Computed properties:
Multiplicity   2
M   639.27 g mol⁻¹
Charge   +1
HOMO-LUMO gap (spin up / spin down)   0.26336 / 0.26452 hartree
Max |F|   0.5 eV/A
LUMO (spin up / spin down)   -3.4 / -3.4 eV
Calculated total energy   -96963.6898 eV


(2)
Formula: C24H19Cl2N5O9Pd
Source: the Open Molecules 2025 dataset
Level of theory: wB97M-V/def2-TZVPD

Element x y z (Å)
Pd1 0.107 -0.864 0.031
O1 -4.053 -5.197 2.059
C1 -2.850 -5.589 2.185
O2 -2.472 -6.705 2.541
C2 -1.784 -4.553 1.873
C3 -0.429 -4.719 2.027
Cl1 0.483 -6.036 2.625
N1 0.198 -3.585 1.636
N2 -0.696 -2.661 1.243
C4 -1.889 -3.222 1.371
C5 -3.077 -2.390 0.938
O3 -4.260 -2.916 1.149
O4 -2.909 -1.312 0.417
C6 1.586 -3.259 1.588
C7 1.998 -2.065 2.164
C8 3.326 -1.687 2.048
C9 4.229 -2.505 1.380
C10 3.801 -3.693 0.809
C11 2.468 -4.071 0.898
H1 -4.196 -3.896 1.563
H2 1.281 -1.424 2.660
H3 3.627 -0.732 2.457
H4 5.265 -2.203 1.283
H5 4.495 -4.321 0.264
H6 2.113 -4.972 0.416
O5 0.157 2.634 3.072
Cl2 0.464 1.369 2.454
O6 -0.153 1.350 1.122
O7 1.892 1.217 2.310
O8 -0.056 0.278 3.230
C12 -0.446 6.742 1.273
C13 -0.233 5.875 0.061
C14 0.181 4.558 0.189
C15 0.406 3.751 -0.919
C16 0.164 4.243 -2.197
N3 0.348 3.476 -3.363
C17 0.161 2.118 -3.607
O9 0.614 1.638 -4.637
N4 -0.560 1.432 -2.684
C18 -0.549 0.001 -2.599
C19 -1.619 -0.730 -3.005
C20 -1.591 -2.127 -2.804
C21 -0.516 -2.674 -2.165
N5 0.595 -1.981 -1.779
C22 0.590 -0.632 -2.006
C23 -0.258 5.568 -2.336
C24 -0.438 6.372 -1.227
H7 -0.499 6.135 2.177
H8 -1.373 7.316 1.196
H9 0.370 7.458 1.403
H10 0.336 4.132 1.174
H11 0.768 2.744 -0.763
H12 0.741 3.923 -4.173
H13 -0.784 1.904 -1.821
H14 -2.479 -0.234 -3.436
H15 -2.421 -2.754 -3.099
H16 -0.497 -3.737 -1.942
H17 1.554 -0.130 -2.028
H18 -0.462 5.948 -3.331
H19 -0.771 7.396 -1.363

Computed properties:
M   698.77 g mol⁻¹
Charge   -2
HOMO-LUMO gap   0.22776 hartree
Max |F|   0.7 eV/A
Energy relative to the best compared isomer or geometry (same formula, charge and spin)   0.162 eV
LUMO   4.2 eV
Calculated total energy   -79596.0167 eV